Entry from the Open Molecules 2025 dataset: a cluster of 4 separate species, C24H26BO12P in total at a distorted geometry (the ωB97M-V functional and the def2-TZVPD basis).

Results
Structure (SMILES): O=C1C=C(O)C(=O)C=C1O.O=C1C=C(O)C(=O)C=C1O.O=C1C=C(O)C(=O)C=C1O.C=CB(C)P(C)CC
E_LUMO in eV: -1.6
2S+1: 1
Molar mass in u: 548.25
HOMO-LUMO gap in eV: 6.32
Electronic energy in eV: -59841.9776

Structure (XYZ):
```
64
Properties=species:S:1:pos:R:3:mulliken_charge:R:1
C 0.7410 2.6668 2.3282 -0.8575
C 0.5754 1.6876 1.4971 0.1602
B -0.3315 0.4592 1.8413 0.5071
C -1.8426 0.3900 1.4097 -1.3272
P 0.5265 -0.9625 2.7953 -0.1313
C -0.7132 -2.2904 3.2201 -0.9183
C 1.7282 -1.6337 1.5169 -0.7330
C 3.0920 -0.9440 1.7009 -0.8277
H 1.1781 3.5872 1.9900 0.1264
H 0.4880 2.5757 3.3666 0.2127
H 1.0647 1.6631 0.5375 0.3128
H -1.9604 -0.4000 0.6834 0.3328
H -2.2529 1.3294 1.0620 0.4348
H -2.4182 0.0707 2.2718 0.4703
H -0.3892 -3.2306 2.7901 0.3209
H -0.7200 -2.3987 4.2904 0.3739
H -1.6947 -2.0450 2.8524 0.0762
H 1.3575 -1.3814 0.5402 0.3706
H 1.8162 -2.7028 1.6138 0.5825
H 3.2066 -0.5451 2.6921 0.3739
H 3.1906 -0.1150 1.0206 -0.1162
H 3.8686 -1.6661 1.5011 0.4254
C -2.4288 1.1054 -3.7257 -0.8549
C -1.9910 1.4951 -2.5215 0.2487
C -2.0752 2.9270 -2.0732 0.9868
O -1.6742 3.2031 -0.9587 -0.5291
C -2.6291 3.9064 -2.9976 -1.0922
C -3.0636 3.5164 -4.2024 0.3015
C -3.0020 2.0814 -4.6407 1.0909
O -3.4321 1.8013 -5.7440 -0.6167
O -3.5777 4.3580 -5.0912 -0.5694
O -1.4587 0.6529 -1.6435 -0.4938
H -2.3752 0.0780 -4.0573 0.4642
H -2.6712 4.9358 -2.6714 0.4365
H -3.8140 3.8184 -5.8727 0.3622
H -1.2285 1.1872 -0.8556 0.1438
C -3.7108 -5.2274 -0.8157 -0.9378
C -3.5755 -4.0193 -0.2545 0.3150
C -4.1033 -3.7210 1.1202 1.0968
O -3.9249 -2.6047 1.5709 -0.5629
C -4.7995 -4.7787 1.8363 -1.0886
C -4.9378 -5.9860 1.2736 0.3503
C -4.3885 -6.2922 -0.0906 1.0524
O -4.5385 -7.4175 -0.5280 -0.6147
O -5.5618 -6.9927 1.8714 -0.5748
O -2.9703 -3.0061 -0.8634 -0.5353
H -3.3332 -5.4538 -1.8027 0.4392
H -5.1883 -4.5484 2.8181 0.4371
H -5.5170 -7.7486 1.2513 0.3628
H -3.0078 -2.2504 -0.2428 0.2181
C 5.6355 1.5246 -0.3151 -1.0595
C 6.8676 1.8653 -0.7142 0.4466
C 7.3499 3.2877 -0.6724 0.9478
O 8.4885 3.5158 -1.0355 -0.6194
C 6.4301 4.3137 -0.2038 -0.9276
C 5.1972 3.9732 0.1927 0.2221
C 4.7239 2.5486 0.1723 1.0451
O 3.5944 2.3182 0.5640 -0.3996
O 4.3100 4.8576 0.6305 -0.5914
O 7.7472 0.9830 -1.1703 -0.5809
H 5.2799 0.5041 -0.3388 0.4327
H 6.7818 5.3355 -0.1915 0.4225
H 3.5054 4.3482 0.8572 0.2987
H 8.5561 1.4902 -1.3854 0.3571
```

Entry from the Open Molecules 2025 dataset: a structure of composition C24H22FN4Ru (the ωB97M-V functional and the def2-TZVPD basis).

Results
Total charge: +2
E_LUMO (alpha / beta) in eV: -5.8 / -7.6
2S+1: 2
Molar mass in u: 486.54
HOMO-LUMO gap (alpha / beta) in eV: 8.51 / 7.46
Electronic energy in eV: -36491.2158
Energy relative to the best compared isomer or geometry (same formula, charge and spin) in eV: 0.000

Structure (XYZ):
```
52
Properties=species:S:1:pos:R:3:lowdin_spin:R:1
Ru -0.0336 -0.4132 0.4451 0.7114
C -0.1894 2.4742 1.3072 -0.0004
N 0.0220 1.7461 0.0314 0.0021
C -1.1019 1.9699 -0.9030 0.0011
C -2.3133 1.1995 -0.4286 0.0001
C -3.6039 1.6337 -0.6500 -0.0006
C -4.6659 0.8443 -0.2289 0.0008
C -4.4021 -0.3512 0.4176 0.0011
C -3.0873 -0.7224 0.6239 0.0046
N -2.0634 0.0319 0.2027 0.0142
C 1.3558 1.9977 -0.5554 0.0028
C 2.4135 1.1459 0.1054 0.0000
C 3.7255 1.5594 0.2191 -0.0006
C 4.6684 0.6886 0.7490 0.0002
C 4.2670 -0.5710 1.1593 0.0014
C 2.9346 -0.9170 1.0373 0.0047
N 2.0284 -0.0798 0.5176 0.0159
C 0.0177 1.6153 2.5253 -0.0008
C 0.1686 2.1765 3.7821 0.0000
C 0.2632 1.3483 4.8868 -0.0002
C 0.2061 -0.0256 4.7032 0.0004
C 0.0693 -0.5209 3.4239 -0.0014
N -0.0236 0.2857 2.3555 -0.0077
H 0.4515 3.3573 1.3540 -0.0001
H -1.2212 2.8322 1.3308 0.0000
H -1.3344 3.0319 -1.0170 0.0000
H -0.8032 1.5891 -1.8823 0.0000
H -3.7754 2.5776 -1.1496 -0.0001
H -5.6845 1.1652 -0.3997 0.0000
H -5.1984 -0.9935 0.7649 0.0003
H -2.8267 -1.6430 1.1267 0.0002
H 1.3147 1.7176 -1.6108 0.0000
H 1.6249 3.0555 -0.5086 0.0004
H 4.0071 2.5496 -0.1125 -0.0001
H 5.7020 0.9939 0.8396 0.0000
H 4.9677 -1.2810 1.5741 0.0003
H 2.5670 -1.8850 1.3496 0.0001
H 0.2051 3.2530 3.8843 0.0000
H 0.3803 1.7677 5.8768 0.0000
H 0.2731 -0.7117 5.5351 0.0000
H 0.0346 -1.5821 3.2276 -0.0003
F -0.1380 -5.7799 -1.7111 0.0312
C -0.1446 -4.6525 -1.0169 0.0825
C -0.2628 -4.7394 0.3727 0.0140
C -0.2714 -3.5878 1.1338 0.0523
C -0.1513 -2.3566 0.4793 0.0156
C -0.0502 -2.3232 -0.9101 0.0728
C -0.0361 -3.4523 -1.7047 -0.0172
H -0.3473 -5.7204 0.8211 -0.0010
H -0.3720 -3.6665 2.2095 0.0020
H 0.0268 -1.3181 -1.4147 0.0004
H 0.0477 -3.4438 -2.7820 -0.0024
```

Entry from the Open Molecules 2025 dataset: a cluster of 6 separate species, C33H63BrN8O9 in total at a distorted geometry (the ωB97M-V functional and the def2-TZVPD basis).

Results
Structure (SMILES): CCCN[C@](C#N)(CCOC(=O)CC)[C@](C#N)(CCOCC)CC(=O)Br.CN(C)C=O.CN(C)C=O.CN(C)C=O.CN(C)C=O.CN(C)C=O
E_LUMO in eV: 0.1
2S+1: 1
Molar mass in u: 795.82
HOMO-LUMO gap in eV: 9.43
Electronic energy in eV: -135633.0663
Energy relative to the best compared isomer or geometry (same formula, charge and spin) in eV: 0.000

Structure (XYZ):
```
114
Properties=species:S:1:pos:R:3:mulliken_charge:R:1
C 2.6999 -0.7731 -0.3376 -0.7724
C 1.7116 -0.2815 -1.3969 0.6898
C 0.8880 -1.4630 -1.8832 -0.8865
N 0.1088 -1.2644 -3.1102 -0.1747
C -1.1564 -0.5100 -3.0762 0.5922
C -1.7583 -0.8420 -4.3850 -0.3712
N -2.2219 -1.1478 -5.3981 -0.6873
C -1.0351 1.0384 -3.0563 -0.7340
C 0.1440 1.6177 -3.8353 -1.5223
O 0.8780 2.4568 -2.9214 0.1280
C 2.1633 2.6777 -3.2473 0.1692
O 2.6260 2.3804 -4.3307 -0.6480
C 2.9252 3.3244 -2.1214 0.5316
C 4.4408 3.1553 -2.2441 -1.2883
C -2.1866 -0.9744 -1.9433 3.3298
C -3.5215 -0.4912 -2.3341 -0.8579
N -4.5686 -0.1060 -2.6292 -0.7235
C -1.8437 -0.3787 -0.5408 0.9226
C -2.9229 0.4772 0.0752 -1.8780
O -3.0043 1.6789 -0.6614 0.0468
C -4.1672 2.4386 -0.4033 -0.4993
C -4.4692 3.3232 -1.6055 -1.0502
C -2.2436 -2.5267 -1.9523 -1.1944
C -3.0861 -3.1106 -0.8609 -0.0152
O -4.2669 -3.1976 -0.8070 -0.4677
Br -1.9643 -3.8586 0.5876 -0.2359
H 3.0455 0.0437 0.2848 -0.1438
H 2.2592 -1.5536 0.2825 -0.0732
H 3.5693 -1.2088 -0.8277 0.5013
H 1.0959 0.5239 -1.0126 -0.1879
H 2.2693 0.0835 -2.2575 0.1210
H 1.6193 -2.2359 -2.1245 0.7813
H 0.3017 -1.8633 -1.0501 0.1007
H -0.0963 -2.1632 -3.5241 0.5514
H -1.0064 1.4309 -2.0486 0.1556
H -1.9595 1.4169 -3.4867 0.8473
H 0.7887 0.8622 -4.2686 0.4943
H -0.2178 2.2399 -4.6517 0.5775
H 2.6496 4.3772 -2.0839 0.0349
H 2.5754 2.8792 -1.1909 0.1125
H 4.8197 2.6842 -1.3407 0.1852
H 4.7094 2.5345 -3.0915 0.3550
H 4.9402 4.1155 -2.3361 0.3965
H -0.9289 0.1952 -0.5777 -1.2533
H -1.6414 -1.1915 0.1540 0.0058
H -3.8825 -0.0470 0.1107 0.5332
H -2.6498 0.6853 1.1095 0.7162
H -5.0167 1.7805 -0.2064 0.3610
H -4.0316 3.0513 0.4938 0.3829
H -5.2132 2.8679 -2.2527 0.3113
H -3.5544 3.4918 -2.1671 0.1220
H -4.8569 4.2868 -1.2812 0.3761
H -2.6918 -2.8462 -2.8960 0.6006
H -1.2474 -2.9423 -1.8970 0.7757
C 4.6285 1.0474 2.0868 0.2465
O 4.4228 1.8116 1.1589 -0.6582
N 5.1381 1.4138 3.2725 0.1822
C 5.3396 0.4598 4.3462 -0.8740
C 5.4950 2.8093 3.4752 -0.9946
H 4.3855 -0.0277 2.0341 0.1785
H 4.7594 0.7463 5.2261 0.3345
H 6.3940 0.4120 4.6233 0.3505
H 5.0178 -0.5289 4.0232 0.2533
H 4.6212 3.4487 3.3466 0.3006
H 6.2470 3.1187 2.7497 0.2898
H 5.8894 2.9333 4.4802 0.3940
C 2.8670 -3.5419 1.8552 0.0678
O 3.4230 -2.4919 2.1287 -0.5723
N 1.8987 -4.1040 2.5974 0.1655
C 1.2319 -5.3380 2.2231 -0.7683
C 1.4893 -3.4302 3.8149 -0.9634
H 3.1100 -4.1209 0.9483 0.2994
H 0.1670 -5.1437 2.0878 0.1493
H 1.3594 -6.0955 2.9974 0.3512
H 1.6451 -5.7124 1.2890 0.2887
H 1.1303 -2.4298 3.5814 0.2206
H 2.3313 -3.3379 4.5020 0.3253
H 0.6925 -3.9980 4.2882 0.4151
C 0.4894 6.8577 -1.6397 0.0310
O 0.4516 7.6839 -0.7499 -0.6241
N -0.0166 7.0409 -2.8741 0.1307
C 0.0581 6.0161 -3.8958 -0.5722
C -0.6584 8.3082 -3.1777 -0.9889
H 0.9474 5.8622 -1.5054 0.3446
H 0.6094 6.3823 -4.7642 0.3648
H -0.9450 5.7232 -4.2130 0.3570
H 0.5683 5.1378 -3.5055 -0.1300
H 0.0439 9.1317 -3.0478 0.2922
H -1.5021 8.4778 -2.5085 0.3010
H -1.0101 8.2913 -4.2060 0.3978
C -1.1380 0.3597 3.9431 0.0229
O -2.1922 0.1885 3.3601 -0.5763
N -0.1861 1.2356 3.5763 0.2097
C 1.0460 1.3820 4.3238 -1.0727
C -0.3960 2.0511 2.3903 -0.5899
H -0.8705 -0.2076 4.8487 0.3121
H 1.1501 2.4033 4.6968 0.3659
H 1.9044 1.1490 3.6923 0.4074
H 1.0433 0.6984 5.1706 0.3096
H -1.2935 2.6610 2.4984 0.3132
H -0.5215 1.4202 1.5099 -0.1883
H 0.4655 2.6975 2.2445 0.4852
C -3.6843 -6.8620 2.3604 0.1987
O -3.1234 -6.9843 3.4328 -0.6422
N -4.2379 -7.8766 1.6699 0.0877
C -4.8866 -7.6678 0.3914 -0.8204
C -4.1795 -9.2140 2.2341 -0.9458
H -3.7796 -5.8907 1.8502 0.2401
H -5.9355 -7.9670 0.4376 0.3426
H -4.3919 -8.2473 -0.3910 0.3309
H -4.8387 -6.6131 0.1272 0.2200
H -4.6777 -9.2408 3.2033 0.2911
H -3.1437 -9.5211 2.3812 0.2878
H -4.6695 -9.9083 1.5565 0.3804
```

Question: What is the electronic energy in the third record?
Answer: -135633.0663 eV

Question: The lowest electronic energy belongs to which entry?
Answer: C33H63BrN8O9

Question: Which of these has the highest 2S+1?
Answer: C24H22FN4Ru